A 2-piece molecular cluster, C4H7PS overall in a non-equilibrium geometry, computed with ωB97M-V/def2-TZVPD.

Each line ends with the Löwdin charge.
Geometry (Å):
P 0.212414 0.274507 0.761897  0.544
S -1.746795 0.681029 0.251026  0.662
H -2.830357 0.299673 -1.788341  0.040
H 3.918375 -0.811469 0.079160  -0.003
H -0.365665 -1.328042 -1.363938  0.049
C 0.002900 0.661346 2.447360  -0.636
C -0.760685 -0.530223 -2.008066  -0.240
H 0.078103 0.150942 -2.170364  0.070
H -0.080721 1.026427 4.672350  0.008
C -0.013054 0.843019 3.639808  0.017
C -1.877388 0.143845 -1.324570  -0.590
H 4.535438 -0.465153 -0.234658  0.005
H -1.072566 -0.945901 -2.961664  0.075

Cartesian forces, eV/Å:
P 0.003 -0.065 -0.343
S 0.151 -0.528 -1.339
H -0.304 0.085 -0.123
H 0.849 0.486 -0.436
H 0.052 -0.053 0.022
C -0.058 0.039 0.424
C -0.205 -0.044 -0.044
H 0.140 0.109 -0.011
H 0.048 0.074 0.519
C -0.104 0.013 -0.509
C 0.265 0.381 1.472
H -0.857 -0.484 0.436
H 0.019 -0.012 -0.068

**Max |F|**: 1.54 eV/Å
**Relative energy (zero: lowest compared OMol25 entry of this formula, charge and spin)**: 3.152 eV
**Total energy**: -24381.2511 eV
**Net charge**: 0
**LUMO energy (spin up / spin down)**: -0.700 / -0.566 eV

A 10-piece molecular cluster, C12H42O12 overall in a non-equilibrium geometry, computed with ωB97M-V/def2-TZVPD.

Each line ends with the Löwdin charge.
Geometry (Å):
H -0.168278 2.684615 -0.340200  0.089
O 2.924645 2.407145 -1.195959  -0.139
H -0.247412 -3.725186 5.763928  0.082
C 4.214412 0.357748 1.177378  -0.172
O 0.672216 -4.235022 -1.944790  -0.130
C 1.881836 -6.096277 1.646903  -0.135
H 0.549600 -5.185417 -2.002327  0.069
H -4.077231 3.036270 -1.238099  0.099
C -0.757191 1.774310 -0.227792  -0.052
H -2.681784 6.838485 -0.912716  0.079
H -0.719646 -2.563819 -1.955789  0.070
C -0.231507 -3.720538 4.674057  -0.126
H 0.401152 -2.828863 1.869280  0.090
H -1.712268 6.676569 0.552929  0.078
H 0.613450 -3.124430 4.329386  0.082
H -3.690482 1.068223 0.125321  0.043
H -1.367817 -4.205387 -2.239799  0.077
H 3.214424 1.935904 -3.149081  0.072
H -1.234881 -3.494997 4.312850  0.090
C -4.098669 0.058323 0.165215  -0.194
H 3.226421 0.550684 -2.009055  0.068
H 0.789551 5.062579 -1.274446  0.080
H -3.108007 5.720959 0.434494  0.078
H 1.448929 -5.551703 3.455047  -0.003
H 3.334633 0.592296 1.776603  0.073
H 1.523452 -2.364016 0.460080  0.113
C -3.078902 2.230185 -2.710375  -0.124
H 1.678940 3.861628 -3.629412  0.087
C 0.904274 4.341767 -3.031535  -0.182
O -0.805688 -1.066408 -0.050299  0.094
H 1.238104 -5.317682 1.237618  0.058
O -1.519653 5.167901 -0.835436  -0.133
H -1.737315 2.058062 0.155531  0.079
C -0.065324 -0.376918 0.623532  -0.464
O 4.904003 -0.692745 1.789092  -0.122
H -5.060223 0.060569 -0.348110  0.083
H 2.028710 -2.426570 2.068323  0.104
H 1.286914 -7.009597 1.643677  0.064
O -3.358015 -0.972681 -0.408099  -0.104
H 1.679636 1.311286 -2.493951  0.067
H -2.066318 2.253760 -3.113126  0.081
H 3.814202 0.097979 0.197349  0.064
H 0.618376 5.236111 -3.585183  0.087
O 1.444324 4.618982 -1.818584  -0.109
H -0.003744 3.744783 -2.946697  0.069
H -3.403998 1.248281 -2.366449  0.078
H -3.754447 2.473879 -3.530350  0.083
H 4.863672 1.232605 1.142711  0.082
O 0.851141 -0.836024 1.480773  0.013
H -2.094230 4.479594 -1.178505  0.021
H 2.651092 -6.409775 0.941168  0.075
C -2.303576 6.126524 -0.179117  -0.158
O 2.259025 -5.860354 3.042642  -0.138
H 2.394926 3.204818 -1.264575  0.014
O 0.024126 1.015865 0.681309  0.007
O -0.022114 -5.073132 4.340936  -0.136
C -0.606187 -3.622385 -1.721997  -0.155
H -0.858962 1.355492 -1.228956  0.091
O -3.205704 3.126340 -1.630429  -0.142
C 1.160217 -2.158019 1.466913  -0.083
H 5.169485 -0.473636 2.685258  0.077
H -2.419563 -0.882021 -0.227322  0.001
H -4.293953 -0.019363 1.234757  0.076
H -0.852083 -3.737910 -0.666404  0.064
H -0.895137 -5.464263 4.260624  0.095
C 2.734425 1.484620 -2.280721  -0.142

Cartesian forces, eV/Å:
H -0.178 0.128 -0.019
O 0.416 -1.316 0.390
H -0.044 0.759 0.165
C -0.538 0.892 0.805
O 0.121 0.942 -0.282
C -0.834 -1.107 1.215
H -0.112 0.089 0.016
H -0.046 -0.034 -0.037
C 0.257 0.945 -0.392
H -0.326 0.148 0.143
H 0.767 -0.254 -0.345
C -0.373 -0.557 1.080
H -0.529 0.135 -0.635
H 0.387 0.015 -0.229
H -0.424 0.135 -0.250
H 0.481 0.137 -0.671
H -0.176 0.262 -0.334
H -0.006 -0.431 -0.394
H 0.323 1.056 -0.162
C -0.730 0.330 0.218
H -0.060 0.073 -0.090
H -0.294 0.089 0.217
H -0.287 -0.337 -0.305
H -0.309 -0.017 0.322
H -0.194 0.355 -0.006
H -0.576 -0.863 -0.164
C -0.837 -0.587 -0.429
H -0.243 -0.324 -0.020
C -0.693 -0.060 -2.049
O 1.092 1.029 0.553
H 0.338 0.304 -0.074
O 0.832 -0.074 0.293
H 0.106 -0.323 0.180
C 0.521 1.438 0.527
O 0.484 -1.466 -0.218
H -0.129 0.153 0.101
H 0.159 0.976 0.383
H -0.531 -0.129 0.038
O -0.589 0.032 -0.185
H -0.120 -0.138 -0.014
H -0.021 -0.109 0.367
H 0.561 -0.241 0.005
H -0.037 0.285 -0.035
O 0.876 0.645 2.050
H -0.004 -0.435 -0.166
H 0.588 -0.365 -0.157
H -0.031 0.327 -0.123
H -0.217 0.220 -0.465
O -0.924 3.022 0.403
H -0.307 -0.324 -0.180
H 0.770 0.884 0.552
C -0.030 0.645 0.263
O 0.720 -0.009 -2.159
H -0.325 0.200 -0.476
O -0.359 -3.044 -0.109
O 0.128 -0.916 -0.684
C -0.532 -1.423 0.687
H 0.031 -0.516 0.223
O 0.217 0.698 0.259
C 1.306 -2.854 -0.651
H -0.150 0.252 -0.125
H 0.328 0.031 0.087
H -0.071 -0.688 0.286
H -0.068 0.277 0.207
H 0.214 -0.343 -0.053
C 0.233 1.377 0.650

**Max |F|**: 3.21 eV/Å
**SMILES string**: COC(=O)OC.CO.CO.CO.CO.CO.CO.CO.CO.CO
**Relative energy (zero: lowest compared OMol25 entry of this formula, charge and spin)**: 3.165 eV
**Total energy**: -37690.0769 eV
**Net charge**: 0
**LUMO energy**: 0.268 eV